# 1
102
Properties=species:S:1:pos:R:3:forces:R:3:lowdin_spin:R:1 method="wB97M-V/def2-TZVPD" charge=+2 s_squared=0.755 e_tot_ha=-2149.5759 spin_multiplicity=2 lumo_energy_ev="-7.87 / -7.93" homo_energy_ev="-12.3 / -12.3"
Zr -3.643 0.828 2.444 5.88 -2.72 -4.93 0.954
C -0.667 -0.428 0.803 -0.01 0.12 0.59 -0.002
O -1.967 0.004 1.216 -2.59 1.19 1.61 -0.028
H -0.111 0.347 0.275 0.00 0.70 0.47 -0.001
H -0.103 -0.818 1.650 0.15 0.32 0.19 0.000
H -0.586 -1.223 0.062 -1.21 -0.49 0.01 -0.001
C -0.446 -4.515 -2.545 -1.10 -0.22 0.30 0.000
O 0.095 -5.558 -2.263 0.62 0.63 -0.02 0.000
N -0.038 -3.229 -2.381 0.49 -0.76 0.39 0.000
C -0.850 -2.093 -2.807 1.31 -1.09 0.12 0.000
C 1.310 -2.865 -1.992 0.32 -0.19 0.40 0.000
H -1.485 -4.497 -2.908 -0.19 -0.18 -0.26 0.000
H -1.886 -2.341 -3.037 0.18 -0.20 0.12 0.000
H -0.305 -1.789 -3.701 -0.56 1.07 -0.12 0.000
H -0.748 -1.426 -1.950 -0.45 0.70 -0.55 0.000
H 1.905 -3.686 -1.594 -0.45 -0.37 -0.31 0.000
H 1.886 -2.435 -2.812 -0.09 0.13 -0.19 0.000
H 1.278 -2.151 -1.169 -0.08 0.33 -0.09 0.000
C 2.175 -3.357 3.735 -2.05 -0.04 0.97 0.000
O 0.999 -3.328 4.143 0.79 0.20 -0.12 0.000
N 2.475 -3.532 2.455 1.74 -0.54 -0.78 0.000
C 1.453 -3.673 1.442 -0.57 0.65 0.58 0.000
C 3.883 -3.520 2.043 0.54 0.53 -0.06 0.000
H 3.014 -3.245 4.438 0.01 -0.06 -0.32 0.000
H 0.508 -3.830 1.962 0.09 -0.51 -0.06 0.000
H 1.661 -4.448 0.705 0.09 0.02 0.21 0.000
H 1.293 -2.707 0.963 0.28 0.08 -0.44 0.000
H 4.575 -3.719 2.861 -0.41 -0.34 0.24 0.000
H 4.129 -4.213 1.238 -0.46 -0.21 0.11 0.000
H 4.217 -2.537 1.710 -0.34 0.28 -0.27 0.000
C -2.536 4.010 0.916 1.25 0.00 -3.22 0.002
O -2.825 2.862 1.245 -1.07 -1.60 2.08 0.022
N -2.049 4.203 -0.361 -0.50 1.69 1.74 0.004
C -1.802 5.571 -0.840 0.36 0.31 0.97 0.000
C -1.886 3.187 -1.372 -0.50 -1.13 0.23 0.001
H -2.617 4.891 1.572 0.05 -0.16 -0.34 0.000
H -2.552 5.938 -1.540 0.11 -0.34 -0.21 0.000
H -0.784 5.643 -1.223 -0.18 -0.09 -0.38 0.000
H -1.814 6.252 0.011 -0.14 -0.01 0.08 0.000
H -2.745 3.187 -2.044 -0.08 0.14 -0.16 0.000
H -0.989 3.301 -1.980 0.08 0.39 0.29 0.000
H -1.859 2.198 -0.914 0.07 0.06 0.19 0.000
C -2.472 -2.150 4.008 1.12 -3.58 1.82 0.002
O -2.940 -1.063 3.714 -2.41 4.38 -1.76 0.012
N -3.172 -3.228 4.340 0.89 -0.02 -0.98 0.000
C -2.543 -4.424 4.867 0.69 -0.39 0.84 0.000
C -4.580 -3.402 4.126 -0.59 1.15 0.19 0.001
H -1.394 -2.331 4.146 0.02 0.42 -0.19 0.000
H -3.023 -4.616 5.827 -0.06 -0.25 -0.02 0.000
H -1.481 -4.314 5.089 0.03 0.39 -0.27 0.000
H -2.650 -5.299 4.226 -0.25 0.22 -0.17 0.000
H -4.919 -2.530 3.567 -0.32 -0.27 -0.14 0.001
H -4.797 -4.333 3.601 0.11 0.13 0.01 0.000
H -5.077 -3.385 5.096 -0.20 -0.21 -0.05 0.000
C 2.505 1.869 -4.376 0.09 0.45 1.82 0.000
O 3.362 2.109 -3.518 -1.35 -0.54 -1.47 0.000
N 1.269 1.325 -4.103 0.19 1.38 -0.82 0.000
C 0.414 0.971 -5.196 -0.56 -1.97 -0.55 0.000
C 0.902 0.879 -2.815 0.19 -0.43 1.47 0.000
H 2.560 2.136 -5.443 0.46 -0.05 0.08 0.000
H 0.942 0.190 -5.742 -0.17 0.19 -0.77 0.000
H -0.045 1.698 -5.867 0.72 0.60 0.19 0.000
H -0.445 0.421 -4.811 -0.06 0.08 0.29 0.000
H 1.163 -0.165 -2.641 0.70 -0.06 0.12 0.000
H 1.378 1.529 -2.080 0.04 -0.24 0.14 0.000
H -0.164 0.818 -2.600 -0.33 0.75 -0.54 0.000
C 1.745 2.050 3.147 4.36 -0.37 1.84 0.000
O 2.560 1.559 3.995 -3.13 1.37 -2.61 0.000
N 2.127 3.085 2.314 -3.60 -0.46 -1.24 0.000
C 1.142 3.692 1.357 0.67 -1.52 0.31 0.000
C 3.299 3.846 2.349 2.49 0.60 2.06 0.000
H 0.747 1.628 2.949 0.03 0.24 0.05 0.000
H 1.068 4.775 1.459 -0.02 -0.08 0.25 0.000
H 0.177 3.191 1.435 -0.14 0.15 0.33 0.000
H 1.492 3.447 0.354 0.11 0.31 -0.24 0.000
H 4.075 3.370 2.949 0.00 -0.58 -0.22 0.000
H 3.766 4.112 1.400 -0.52 -0.21 -0.25 0.000
H 3.164 4.737 2.961 -0.33 0.54 -0.35 0.000
C -4.949 1.384 -0.939 0.24 -1.20 -1.69 0.002
O -4.402 1.042 0.131 -0.65 0.06 0.63 0.022
N -4.581 0.948 -2.178 -1.01 0.47 2.29 0.007
C -5.313 1.512 -3.297 -0.57 -0.42 -1.51 0.001
C -3.501 0.004 -2.358 1.14 0.28 -0.66 0.001
H -5.852 1.997 -1.086 0.30 0.28 1.03 0.000
H -4.648 1.760 -4.124 0.29 0.54 0.36 0.000
H -5.982 2.332 -3.040 0.63 0.28 0.31 0.000
H -6.009 0.845 -3.806 0.06 -0.80 0.46 0.000
H -3.655 -1.061 -2.185 -0.82 0.19 0.40 0.000
H -3.176 0.061 -3.397 0.02 0.15 -0.03 0.000
H -2.662 0.320 -1.738 -0.01 -0.13 0.10 0.000
C 4.888 0.895 1.462 2.56 -0.35 -1.18 0.000
O 6.043 0.922 1.943 -3.14 -0.05 -0.91 0.000
N 4.623 0.469 0.157 -0.48 0.09 1.51 0.000
C 5.658 0.051 -0.776 0.23 0.82 0.05 0.000
C 3.267 0.442 -0.424 1.04 0.47 0.54 0.000
H 3.967 1.261 1.940 0.30 -0.18 0.31 0.000
H 6.669 0.161 -0.384 -0.30 -0.05 0.43 0.000
H 5.574 0.780 -1.581 0.20 -0.42 -0.56 0.000
H 5.526 -0.974 -1.123 -0.15 0.02 -0.08 0.000
H 3.383 0.774 -1.456 -0.23 -0.40 -0.13 0.000
H 2.820 -0.545 -0.311 -0.07 -0.19 -0.37 0.000
H 2.589 1.163 0.032 0.15 0.12 0.43 0.000

# 2
10
Properties=species:S:1:pos:R:3:forces:R:3:mulliken_charge:R:1 method="wB97M-V/def2-TZVPD" de_lowest_kcal_mol=62.5 e_tot_ha=-1096.5294 spin_multiplicity=1 lumo_energy_ev=-1.72 homo_energy_ev=-9.3
C 0.843 -1.092 0.297 0.22 0.67 -4.77 -0.216
C -0.019 -0.067 0.060 0.43 -0.45 0.81 0.228
C -0.786 0.289 1.313 -0.32 -0.51 -0.36 0.440
H 2.515 -0.871 -1.852 -1.63 -2.27 2.38 0.168
H 0.661 -1.742 1.079 -0.15 -0.72 2.11 0.351
N -1.365 2.063 -0.162 0.61 -2.19 3.33 -0.038
N -1.379 1.613 1.039 -1.09 1.43 -1.19 -0.289
O -0.945 -0.392 2.320 0.26 2.09 -2.15 -0.507
S 1.938 -1.987 -0.862 0.65 3.14 -1.13 -0.197
S -0.477 1.064 -1.260 1.01 -1.19 0.98 0.059

# 3
77
Properties=species:S:1:pos:R:3:forces:R:3:mulliken_charge:R:1 method="wB97M-V/def2-TZVPD" charge=+1 e_tot_ha=-2420.7014 spin_multiplicity=1 lumo_energy_ev=-4.76 homo_energy_ev=-11.3
C 3.618 -1.213 3.149 0.29 -0.14 -1.26 -0.585
C 4.643 -0.615 2.083 -0.64 0.41 0.44 -0.534
C 4.108 0.753 1.474 0.91 -0.35 -0.36 -0.581
C 3.467 0.559 0.049 -0.15 -0.49 0.68 -0.588
C 2.478 -0.665 -0.032 1.98 0.90 -1.27 -0.465
O 1.480 -0.609 1.007 -1.73 0.07 -0.40 -0.165
C 0.541 -1.594 0.874 1.38 0.57 -0.14 0.410
O 0.915 -2.699 0.606 -1.04 -0.58 -0.15 -0.525
C -0.960 -1.264 1.020 -1.60 0.83 0.67 0.305
C -1.902 -2.299 1.412 -0.84 1.30 0.80 0.204
P -1.442 -4.066 1.819 0.77 -1.01 -0.23 0.200
C -2.909 -4.921 2.650 -0.35 0.78 0.79 -1.127
C -0.192 -3.941 3.227 -0.10 0.87 0.59 -0.747
C -3.290 -1.938 1.519 0.88 -0.69 -0.10 0.022
N -3.792 -0.688 1.293 1.89 -0.33 -0.79 0.016
C -5.250 -0.475 1.483 -0.01 -0.59 1.43 -1.103
O -5.913 -0.290 0.242 0.05 0.36 1.15 -0.290
C -7.108 0.376 0.376 -1.31 0.69 -1.74 0.886
F -8.045 -0.334 1.039 1.04 0.45 -0.08 -0.244
F -7.573 0.578 -0.881 0.58 -0.34 1.16 -0.244
F -7.005 1.599 0.947 0.08 -1.19 0.03 -0.201
C -2.913 0.312 0.924 0.46 1.11 -0.39 -0.668
I -3.797 2.258 0.595 0.92 -1.12 0.28 0.092
C -1.479 0.088 0.770 0.00 -2.00 0.43 0.716
O -0.534 1.018 0.451 -2.27 -0.48 -0.32 0.314
C -0.672 1.598 -0.875 1.11 1.33 -0.60 -0.973
C -0.212 3.121 -0.760 -0.97 -1.28 -0.03 -0.347
O -0.831 3.731 0.368 1.30 0.01 -0.51 -0.301
C 0.107 4.327 1.272 -0.79 0.50 2.04 -0.349
C 0.316 3.430 2.556 -0.04 0.14 -0.59 -0.498
H 4.095 -1.421 4.130 -0.35 0.11 -0.68 0.463
H 2.781 -0.483 3.262 0.57 -0.76 0.15 0.099
H 3.229 -2.163 2.697 0.05 0.72 0.79 -0.039
H 4.821 -1.322 1.233 -0.07 0.44 0.84 0.367
H 5.621 -0.466 2.592 -0.63 0.07 -0.48 0.365
H 3.421 1.262 2.196 0.61 -0.38 -0.65 0.097
H 5.028 1.375 1.312 -1.02 -0.12 0.25 0.424
H 2.976 1.486 -0.335 0.33 -0.61 0.44 0.137
H 4.318 0.330 -0.644 -0.92 0.08 0.36 0.328
H 2.016 -0.595 -1.052 0.06 -0.37 0.97 0.403
H 3.121 -1.576 0.009 -0.96 0.43 0.23 0.248
H -2.539 -5.611 3.452 -0.01 0.61 -0.81 0.343
H -3.500 -5.534 1.937 0.45 0.61 0.33 0.347
H -3.574 -4.193 3.190 0.40 -0.73 -0.44 0.360
H 0.083 -4.949 3.614 -0.47 0.65 -0.49 0.377
H -0.591 -3.321 4.074 0.26 -0.66 -0.62 0.341
H 0.753 -3.449 2.906 -0.75 -0.45 -0.02 0.053
H -4.030 -2.714 1.804 0.61 0.80 -0.26 0.257
H -5.367 0.362 2.208 -0.03 -0.28 -0.84 0.586
H -5.606 -1.396 2.010 0.17 0.69 -0.67 0.373
H 0.075 1.097 -1.544 -0.67 0.17 0.48 0.136
H -1.682 1.484 -1.326 0.54 0.02 0.63 0.698
H 0.899 3.094 -0.668 -0.76 0.34 -0.18 0.183
H -0.585 3.641 -1.672 0.73 -0.29 0.40 0.245
H 1.069 4.633 0.803 -0.66 -0.43 0.12 0.338
H -0.384 5.262 1.653 0.42 -0.66 -0.58 0.288
H 1.016 2.596 2.318 -0.43 0.52 0.43 -0.120
H -0.656 2.995 2.907 0.73 0.39 -0.53 0.125
H 0.684 4.062 3.398 0.05 -0.54 -0.70 0.438
C -0.248 2.561 -5.179 0.04 -0.15 0.10 -1.026
C -1.426 3.285 -4.553 0.20 0.25 -0.52 0.118
O -1.157 4.679 -4.460 -0.06 -0.01 0.27 -0.527
H 0.656 2.719 -4.587 -0.06 -0.02 0.03 0.265
H -0.441 1.488 -5.250 0.03 0.02 -0.06 0.308
H -0.045 2.947 -6.180 -0.08 -0.08 -0.01 0.395
H -1.613 2.918 -3.543 -0.05 0.12 0.00 -0.126
H -2.333 3.141 -5.148 -0.03 -0.21 0.10 0.317
H -1.002 5.008 -5.352 -0.02 0.02 0.12 0.310
C 4.447 -2.740 -3.918 0.06 -0.05 0.04 -1.196
C 3.222 -2.105 -3.291 0.20 0.07 -0.41 0.021
O 3.393 -0.691 -3.178 -0.16 0.09 0.22 -0.485
H 5.336 -2.529 -3.320 -0.07 -0.05 0.04 0.311
H 4.328 -3.822 -4.001 0.03 0.03 -0.04 0.348
H 4.628 -2.330 -4.915 -0.08 -0.09 -0.02 0.321
H 3.058 -2.501 -2.288 -0.03 0.15 0.01 0.202
H 2.329 -2.305 -3.892 -0.02 -0.16 0.07 0.274
H 3.528 -0.344 -4.068 0.03 -0.01 0.11 0.279

# 4
6
Properties=species:S:1:pos:R:3:forces:R:3:mulliken_charge:R:1 method="wB97M-V/def2-TZVPD" de_lowest_kcal_mol=2.0 e_tot_ha=-2805.3977 spin_multiplicity=1 smiles=N#C[C@H](F)Br lumo_energy_ev=-0.71 homo_energy_ev=-11.2
C -1.306 -0.842 -0.930 -1.61 -0.24 -0.41 0.151
C 0.069 -0.558 -0.622 1.37 0.68 3.57 0.148
N -2.446 -0.978 -1.077 1.26 0.06 0.08 -0.282
F 0.772 -0.013 -1.626 -0.20 -0.47 0.11 -0.174
Br 0.975 -2.325 0.125 -0.86 1.75 -0.95 -0.102
H 0.102 0.165 0.347 0.04 -1.78 -2.39 0.259

# 5
6
Properties=species:S:1:pos:R:3:forces:R:3:mulliken_charge:R:1 method="wB97M-V/def2-TZVPD" de_lowest_kcal_mol=139.4 e_tot_ha=-550.5662 spin_multiplicity=1 lumo_energy_ev="-3.18 / -3.19" homo_energy_ev="-9.7 / -9.7"
C -2.247 -0.559 0.188 3.36 -0.74 -0.32 -0.360
C -1.031 -0.787 0.146 0.75 1.06 -0.20 -0.212
O 2.118 1.065 0.318 -0.12 -1.54 1.01 -0.356
S 1.846 -0.465 -0.148 -2.48 0.58 0.66 0.282
H -3.192 -0.843 -0.137 -1.45 0.05 0.02 0.276
H 2.507 1.590 -0.367 -0.05 0.59 -1.18 0.370

# 6
100
Properties=species:S:1:pos:R:3:forces:R:3:lowdin_spin:R:1 method="wB97M-V/def2-TZVPD" charge=+1 de_lowest_kcal_mol=0.0 s_squared=0.753 e_tot_ha=-7273.0769 spin_multiplicity=2 lumo_energy_ev="-2.11 / -3.75" homo_energy_ev="-9.9 / -10.6"
Hg -0.721 -1.350 -1.644 -0.35 -0.07 0.05 0.438
C 1.594 -4.387 -1.439 0.00 0.03 -0.05 0.006
O 1.739 -2.998 -1.154 -0.03 0.00 0.00 0.066
C 2.869 -2.598 -0.518 -0.01 -0.18 0.04 0.004
C 3.805 -3.463 0.020 -0.02 -0.03 0.01 0.000
C 4.927 -2.948 0.661 0.11 -0.08 0.05 0.000
Br 6.163 -4.148 1.445 -0.05 0.05 -0.05 0.000
C 5.149 -1.596 0.733 -0.01 0.09 -0.01 0.000
C 4.213 -0.713 0.178 0.03 -0.07 -0.01 0.000
C 3.049 -1.211 -0.409 0.04 0.19 0.09 0.003
O 2.067 -0.406 -0.877 0.02 -0.17 -0.08 0.048
C 4.462 0.727 0.135 0.09 0.13 0.00 0.000
N 3.569 1.617 -0.243 -0.13 0.03 -0.05 0.000
C 4.224 2.842 -0.246 0.12 -0.04 0.06 0.000
C 3.768 4.116 -0.579 -0.03 0.03 -0.02 0.000
C 4.666 5.161 -0.496 -0.04 0.04 -0.01 0.000
C 5.995 4.960 -0.094 0.02 -0.06 0.02 0.000
C 6.462 3.704 0.241 0.06 -0.03 0.03 0.000
C 5.551 2.657 0.159 -0.11 0.00 -0.04 0.000
N 5.669 1.300 0.397 0.03 0.01 0.07 0.000
H 2.448 -4.759 -2.007 0.03 0.03 -0.01 0.000
H 0.685 -4.476 -2.025 -0.05 0.02 0.02 0.003
H 1.487 -4.969 -0.521 0.03 0.00 0.03 0.000
H 3.676 -4.533 -0.043 -0.01 0.02 -0.01 0.000
H 6.033 -1.225 1.235 -0.01 -0.03 -0.03 0.000
H 2.382 0.537 -0.797 0.00 0.04 0.01 0.000
H 2.745 4.274 -0.896 0.03 -0.02 -0.02 0.000
H 4.343 6.164 -0.748 0.00 -0.04 -0.01 0.000
H 6.669 5.806 -0.052 -0.02 -0.02 0.01 0.000
H 7.488 3.541 0.549 -0.04 0.04 -0.02 0.000
H 6.510 0.821 0.663 0.01 -0.05 -0.03 0.000
O -4.035 -4.968 -1.936 0.01 -0.08 -0.04 0.002
C -5.078 -4.378 -2.671 -0.03 0.07 0.06 0.000
N -6.094 -3.783 -1.831 0.04 -0.09 0.08 0.000
C -6.298 -2.469 -1.551 -0.10 0.03 -0.03 0.000
O -7.221 -2.074 -0.865 0.13 -0.07 -0.08 0.000
C -5.325 -1.495 -2.154 0.09 0.12 0.19 0.002
C -5.746 -0.555 -3.083 -0.09 -0.03 -0.09 -0.001
C -4.837 0.370 -3.566 0.04 0.03 0.00 0.002
C -3.535 0.329 -3.094 -0.02 0.07 0.13 0.008
N -3.137 -0.552 -2.179 0.20 -0.19 0.11 0.094
C -4.012 -1.442 -1.710 -0.07 0.03 -0.11 0.009
H -3.227 -4.431 -1.973 0.08 0.13 0.26 0.001
H -5.557 -5.164 -3.251 0.00 -0.04 -0.04 0.000
H -4.705 -3.616 -3.352 0.00 -0.01 -0.06 0.000
H -6.742 -4.409 -1.377 -0.07 0.01 0.02 0.000
H -6.775 -0.557 -3.422 0.03 0.02 0.03 0.000
H -5.131 1.118 -4.290 0.01 -0.02 0.01 0.000
H -2.793 1.047 -3.427 0.00 -0.07 -0.05 0.001
H -3.641 -2.125 -0.952 0.01 -0.03 -0.11 0.001
C -0.137 -3.920 1.602 -0.04 0.03 0.01 0.000
As -1.742 -4.301 0.595 0.13 -0.46 0.06 0.008
C -1.787 -6.222 0.439 -0.10 0.12 0.03 0.005
C -3.331 -3.899 1.601 0.06 0.04 -0.05 0.001
O -1.669 -3.682 -0.950 -0.06 0.40 -0.31 0.120
H 0.366 -4.859 1.830 0.00 0.00 0.00 0.000
H -0.362 -3.393 2.526 -0.05 -0.02 0.00 0.000
H 0.499 -3.297 0.974 -0.03 0.00 0.04 0.001
H -1.850 -6.680 1.426 0.02 -0.01 -0.01 0.001
H -0.893 -6.566 -0.076 0.04 0.02 0.00 0.000
H -2.664 -6.483 -0.149 -0.01 -0.02 -0.02 0.000
H -3.205 -4.308 2.603 -0.03 0.01 -0.01 0.000
H -4.163 -4.393 1.104 -0.03 -0.04 -0.04 0.000
H -3.500 -2.828 1.650 0.07 0.03 -0.02 0.000
C -1.356 5.447 3.180 0.05 -0.02 -0.02 0.000
C -0.080 5.647 2.372 -0.17 -0.07 -0.01 0.000
N 0.176 4.549 1.429 -0.03 0.07 -0.01 0.000
C 1.291 3.662 1.733 -0.10 0.00 0.13 0.000
C 1.092 2.906 3.043 0.03 0.02 -0.08 0.000
C -0.497 4.601 0.249 -0.01 0.03 0.06 0.001
O -1.321 5.469 0.004 0.09 -0.07 0.01 0.000
C -0.199 3.584 -0.823 -0.06 -0.05 0.02 0.002
C 0.244 4.055 -2.053 0.03 0.09 -0.01 -0.002
C 0.466 3.164 -3.086 0.01 -0.01 -0.03 0.001
C 0.213 1.820 -2.863 -0.03 -0.02 0.08 0.013
N -0.264 1.365 -1.705 -0.05 -0.11 0.12 0.089
C -0.469 2.227 -0.707 0.00 0.05 -0.15 0.005
H -1.500 6.284 3.865 0.00 -0.04 -0.02 0.000
H -1.314 4.526 3.766 0.00 0.04 -0.01 0.000
H -2.214 5.401 2.510 0.01 0.00 0.03 0.000
H 0.787 5.727 3.029 0.03 -0.01 -0.04 0.000
H -0.162 6.568 1.797 0.05 0.03 -0.01 0.000
H 2.209 4.253 1.802 0.02 0.00 -0.06 0.000
H 1.423 2.958 0.916 0.04 0.00 -0.06 0.000
H 1.080 3.582 3.899 -0.02 -0.05 -0.02 0.000
H 1.920 2.206 3.190 -0.05 0.01 0.03 0.000
H 0.142 2.364 3.034 0.06 0.02 0.03 0.000
H 0.399 5.119 -2.188 0.00 -0.03 -0.01 0.000
H 0.817 3.502 -4.052 0.02 -0.02 0.02 0.000
H 0.386 1.080 -3.637 -0.01 0.03 0.02 0.007
H -0.891 1.813 0.204 0.08 0.05 -0.01 0.001
C -1.585 -0.132 3.155 -0.05 -0.03 -0.02 0.001
C -0.998 -0.634 1.860 0.19 0.05 0.07 0.005
N 0.235 -0.169 1.555 -0.31 -0.27 -0.04 0.003
O -1.596 -1.430 1.135 0.21 0.41 -0.11 0.037
H -1.641 0.958 3.155 0.01 -0.02 0.01 0.000
H -0.960 -0.441 3.996 -0.01 0.03 -0.01 0.000
H -2.586 -0.533 3.283 0.01 -0.02 -0.01 0.000
H 0.719 0.477 2.152 -0.03 0.04 0.07 0.000
H 0.675 -0.437 0.684 0.09 0.04 -0.03 0.010